[1]
CH4ClF | ωB97M-V/def2-TZVPD

Properties
E_HOMO   -11.42 eV
SMILES   CF.Cl
E_tot   -600.46504 Ha
ΔE to the lowest compared entry with this formula, charge and spin   2.212 eV
HOMO-LUMO gap   12.4 eV

```
! wB97M-V def2-TZVPD RIJCOSX def2/J DEFGRID3
* xyz 0 1
C -0.929 0.288 -0.173
F -0.327 -0.859 -0.186
H -0.903 0.329 1.017
H -0.013 0.922 -0.686
H -1.876 -0.027 -0.284
Cl 2.556 -0.176 -0.140
H 1.492 -0.476 0.451
*
```

=====

[2]
CH4ClN2OS | ωB97M-V/def2-TZVPD

Properties
E_HOMO   -15.44 eV
E_tot   -1083.31607 Ha
ΔE to the lowest compared entry with this formula, charge and spin   0.732 eV
HOMO-LUMO gap   9.8 eV

```
! wB97M-V def2-TZVPD RIJCOSX def2/J DEFGRID3
* xyz 1 1
C 0.000 -0.343 -0.779
N 0.787 0.839 -0.260
N -0.706 -1.078 -0.011
O 1.397 0.376 -2.987
S 0.445 -0.616 -2.648
Cl -1.494 0.206 -3.100
H 0.447 1.179 0.584
H 1.670 0.968 -0.705
H -0.560 -1.011 0.984
H -1.239 -1.769 -0.520
*
```

=====

[3]
CH4ClN3 | ωB97M-V/def2-TZVPD

Properties
E_HOMO (spin up / spin down)   -9.48 / -9.48 eV
E_tot   -664.76253 Ha
ΔE to the lowest compared entry with this formula, charge and spin   4.449 eV
HOMO-LUMO gap (spin up / spin down)   8.2 / 8.2 eV

```
! wB97M-V def2-TZVPD RIJCOSX def2/J DEFGRID3
* xyz 0 1
C -0.187 -0.353 0.987
N -0.446 0.942 0.290
N 1.558 -0.042 -0.620
N 0.356 0.021 -0.283
Cl -1.211 -0.789 -1.667
H 0.311 -0.224 1.935
H -1.065 -1.086 1.017
H -1.294 0.976 -0.215
H 1.978 0.555 -1.443
*
```

=====

[4]
CH4ClNO | ωB97M-V/def2-TZVPD

Properties
E_HOMO   -9.24 eV
E_tot   -630.63410 Ha
ΔE to the lowest compared entry with this formula, charge and spin   2.067 eV
HOMO-LUMO gap   10.2 eV

```
! wB97M-V def2-TZVPD RIJCOSX def2/J DEFGRID3
* xyz 0 1
C -0.908 0.178 -0.415
N 0.175 -0.075 -1.090
O 0.856 0.053 1.622
Cl -2.285 -0.588 -1.125
H -0.078 0.081 1.355
H 0.228 -0.652 -1.927
H 1.044 0.264 -0.699
H 0.968 0.741 2.279
*
```

=====

Number 1: largest force on an atom 7.41 eV/A. Number 2: largest force on an atom 7.86 eV/A. Number 3: largest force on an atom 3.16 eV/A. Number 4: largest force on an atom 0.53 eV/A.